{"formula": "C47H54N11O2PbTe", "method": "wB97M-V/def2-TZVPD", "elements": ["Pb", "C", "C", "C", "C", "C", "N", "C", "C", "C", "N", "C", "C", "C", "C", "C", "C", "C", "C", "N", "C", "C", "C", "N", "C", "C", "C", "C", "O", "C", "O", "H", "H", "H", "H", "H", "H", "H", "H", "H", "H", "H", "H", "H", "H", "H", "H", "H", "H", "H", "H", "H", "H", "H", "H", "H", "H", "H", "H", "N", "C", "C", "C", "N", "H", "H", "H", "H", "N", "C", "C", "C", "N", "C", "N", "C", "C", "C", "C", "N", "N", "H", "H", "H", "H", "H", "H", "H", "H", "H", "H", "H", "H", "Te", "C", "C", "C", "C", "C", "C", "C", "C", "C", "C", "C", "C", "H", "H", "H", "H", "H", "H", "H", "H", "H", "H"], "positions_angstrom": [[0.07215, -0.05664, -0.19669], [6.36163, -0.59480, 3.18200], [5.10366, 0.00674, 2.62760], [5.12493, 1.20718, 1.93202], [3.97501, 1.74968, 1.34950], [3.99326, 3.09227, 0.85512], [2.92372, 3.71170, 0.46201], [2.70208, 5.14001, 0.35566], [2.41345, 5.65996, -1.06461], [1.67243, 4.71285, -2.01764], [0.39891, 4.18590, -1.54753], [-0.79182, 4.52490, -1.94136], [-1.97533, 3.80715, -1.61000], [-3.22093, 4.29509, -2.05353], [-4.39966, 3.61962, -1.82141], [-5.72457, 4.12124, -2.31817], [-4.32450, 2.42979, -1.09503], [-3.12779, 1.86906, -0.65149], [-3.23129, 0.61544, 0.07534], [-2.27590, -0.18313, 0.36322], [-2.53826, -1.44207, 1.04022], [-2.00959, -1.51977, 2.49211], [-0.94470, -0.50841, 2.91931], [0.28295, -0.48434, 2.13054], [1.40936, -0.54616, 2.73574], [2.69084, -0.11260, 2.23105], [3.86271, -0.57662, 2.84040], [2.75989, 0.99214, 1.33109], [1.77546, 1.37579, 0.57100], [-1.89845, 2.54555, -0.92012], [-0.73985, 2.07997, -0.59112], [7.03989, 0.17682, 3.54150], [6.88273, -1.15235, 2.40182], [6.14621, -1.27919, 3.99956], [6.05397, 1.76100, 1.85919], [4.90858, 3.66411, 0.96531], [2.11398, 3.08978, 0.38754], [3.56472, 5.68012, 0.74439], [1.85007, 5.36620, 1.00034], [3.35481, 5.88764, -1.56616], [1.86417, 6.59629, -0.96072], [2.31639, 3.85152, -2.20939], [1.51572, 5.24915, -2.95397], [0.39944, 3.35194, -0.94981], [-0.88351, 5.40161, -2.57786], [-3.24577, 5.23857, -2.58723], [-5.59945, 4.83379, -3.13000], [-6.26910, 4.61837, -1.51398], [-6.34535, 3.29786, -2.66812], [-5.24728, 1.90317, -0.87678], [-4.25448, 0.34617, 0.35848], [-2.03640, -2.21114, 0.43752], [-3.60860, -1.66739, 1.04861], [-1.64642, -2.53238, 2.67621], [-2.84731, -1.35776, 3.17109], [-0.71736, -0.69153, 3.97392], [-1.36690, 0.49789, 2.84120], [1.41664, -0.82952, 3.79314], [3.79357, -1.43114, 3.50476], [-1.14814, -0.09598, -4.27847], [-2.20322, 0.59477, -4.71271], [-3.27777, -0.27478, -4.76495], [-2.78081, -1.49973, -4.33898], [-1.47647, -1.38008, -4.04774], [-0.18490, 0.17179, -4.08486], [-2.14612, 1.63906, -4.96607], [-4.28277, -0.05246, -5.07379], [-3.28786, -2.44404, -4.25091], [1.23190, -0.52733, -3.13727], [2.37739, -0.31704, -3.00348], [3.72038, -0.15725, -2.78174], [4.34977, 1.09201, -2.73598], [4.82376, 2.13747, -2.66342], [4.28913, -1.38813, -2.37610], [4.53279, -2.44655, -1.98498], [-0.01447, -6.34675, -0.59867], [1.17544, -5.40407, -0.44420], [1.56309, -5.31578, 1.03573], [2.37235, -5.87348, -1.26362], [0.69677, -4.04521, -0.90489], [1.60851, -2.96245, -0.64737], [0.30859, -7.37157, -0.42768], [-0.44787, -6.28732, -1.59772], [-0.79515, -6.11936, 0.13065], [1.66866, -6.32580, 1.42743], [0.79047, -4.81361, 1.62519], [2.51990, -4.81373, 1.18457], [2.85799, -6.69698, -0.74267], [3.11453, -5.08565, -1.39782], [2.07213, -6.23530, -2.24275], [-0.12458, -3.85655, -0.32393], [2.43728, -3.10151, -1.22967], [1.94062, -3.00002, 0.31589], [-0.24807, -2.65282, -2.71590], [-1.82102, -4.06847, -2.95413], [-2.07329, -4.73286, -4.15067], [-3.17147, -5.57497, -4.24846], [-4.02325, -5.74293, -3.16445], [-3.78975, -5.05863, -1.97909], [-2.69192, -4.21839, -1.87769], [0.96793, -3.43612, -4.25103], [1.61107, -2.63477, -5.18556], [2.45530, -3.22763, -6.11127], [2.66758, -4.59887, -6.09346], [1.99988, -5.39414, -5.17288], [1.14060, -4.81587, -4.25341], [-1.41944, -4.59793, -5.00293], [-3.36096, -6.09519, -5.17713], [-4.87470, -6.40313, -3.25233], [-4.46511, -5.17192, -1.14219], [-2.51496, -3.68274, -0.94964], [1.45759, -1.56695, -5.20670], [2.95363, -2.61481, -6.84905], [3.34723, -5.04235, -6.80737], [2.14966, -6.46495, -5.17189], [0.58443, -5.43219, -3.56065]], "forces_ev_per_angstrom": [[0.68, 0.16, -0.36], [0.04, 0.02, -0.07], [0.13, 0.01, 0.04], [-0.03, 0.01, 0.08], [-0.16, -0.22, -0.53], [-0.02, -0.05, 0.50], [0.05, -0.26, -0.19], [-0.04, 0.58, -0.33], [-0.10, -0.27, 0.02], [0.47, 0.42, 0.06], [-0.15, -0.10, 0.12], [0.04, 0.07, 0.04], [-0.15, -0.46, 0.21], [0.10, -0.04, 0.10], [-0.05, -0.04, -0.11], [-0.05, 0.08, 0.15], [0.25, 0.08, 0.02], [0.08, 0.25, -0.07], [0.01, -0.18, -0.07], [-0.19, 0.36, 0.34], [0.01, -0.07, 0.18], [0.11, 0.13, -0.06], [-0.27, -0.16, 0.07], [-0.25, 0.13, 0.02], [-0.10, -0.03, 0.23], [0.18, 0.12, -0.41], [-0.07, 0.16, -0.14], [-0.09, 0.05, -0.10], [-0.05, -0.01, 0.36], [-0.20, 0.22, -0.19], [0.12, -0.14, 0.33], [0.02, -0.02, 0.05], [0.02, -0.03, 0.04], [0.03, 0.00, 0.03], [0.04, 0.02, 0.01], [0.02, 0.11, -0.06], [0.00, -0.12, 0.08], [-0.02, -0.11, 0.12], [0.08, -0.05, 0.07], [0.00, 0.03, -0.01], [0.04, 0.03, -0.02], [-0.08, -0.01, -0.16], [-0.05, -0.15, -0.02], [-0.07, -0.07, -0.14], [0.08, -0.01, -0.04], [0.00, 0.02, -0.05], [-0.03, 0.01, -0.02], [-0.03, 0.04, -0.03], [-0.01, 0.02, -0.05], [-0.04, -0.02, 0.02], [0.02, -0.09, -0.02], [-0.08, 0.01, 0.05], [0.04, -0.08, -0.13], [-0.04, -0.02, 0.03], [0.00, -0.05, 0.03], [0.02, 0.07, -0.03], [0.01, -0.02, 0.10], [-0.06, -0.08, -0.01], [0.00, 0.01, 0.07], [-0.08, 0.17, 0.00], [-0.15, -0.15, -0.02], [0.01, -0.03, 0.02], [-0.07, 0.12, -0.09], [-0.02, -0.01, 0.01], [-0.02, 0.05, -0.02], [0.14, 0.03, -0.02], [-0.02, -0.01, -0.06], [0.00, -0.01, 0.06], [0.66, 0.56, 0.01], [-0.63, 0.39, -0.04], [-0.12, -0.76, -0.03], [0.02, 0.22, 0.06], [0.03, 0.38, 0.10], [0.08, -0.17, 0.33], [0.04, -0.08, -0.06], [0.05, 0.09, -0.05], [-0.01, -0.31, 0.03], [0.00, 0.05, -0.11], [-0.12, 0.12, -0.06], [0.19, 0.18, 0.14], [0.31, -0.02, 0.19], [-0.01, -0.03, 0.02], [0.01, -0.03, -0.04], [-0.06, 0.01, 0.00], [0.02, -0.01, 0.04], [-0.03, 0.00, 0.04], [0.02, -0.01, 0.03], [0.01, 0.00, 0.02], [0.09, -0.02, 0.02], [0.03, -0.01, -0.02], [0.07, -0.01, 0.01], [-0.01, 0.07, 0.02], [-0.01, -0.05, -0.07], [-0.91, -1.11, -0.81], [0.07, 0.17, 0.05], [0.23, 0.03, -0.03], [0.02, 0.02, 0.00], [-0.01, 0.01, -0.03], [-0.02, 0.01, -0.03], [0.17, 0.08, 0.09], [0.07, -0.08, 0.14], [-0.06, 0.18, -0.02], [-0.02, -0.04, -0.02], [-0.03, 0.05, 0.03], [0.05, -0.01, -0.04], [-0.15, 0.00, 0.10], [-0.01, -0.03, -0.03], [-0.01, -0.02, -0.01], [-0.03, -0.01, 0.03], [0.01, -0.03, 0.02], [-0.06, -0.04, -0.02], [0.05, -0.05, -0.04], [0.00, 0.04, 0.00], [-0.01, -0.05, -0.01], [-0.03, -0.03, 0.01], [0.08, -0.06, 0.00]], "mulliken_charge": [2.332, -1.634, 0.079, -0.551, 0.531, -0.220, 0.487, -0.903, -0.551, -0.933, 0.410, -0.130, 0.322, -0.756, 0.040, -1.704, -0.748, 1.094, -0.822, -0.129, 0.381, -1.039, -0.972, 0.094, -0.429, -0.051, -0.640, 1.058, -1.288, 0.428, -1.210, 0.404, 0.323, 0.404, 0.473, 0.495, -0.394, 0.449, 0.360, 0.448, 0.339, 0.200, 0.579, -0.192, 0.568, 0.485, 0.399, 0.344, 0.409, 0.517, 0.401, -1.116, 0.788, 0.356, 0.413, 0.538, 0.313, 0.407, 0.490, -0.061, -0.201, -1.145, -0.376, 0.079, -0.027, 0.531, 0.503, 0.518, 0.281, 0.230, -0.177, -0.055, -0.549, 0.171, -0.611, -1.448, 0.934, -1.820, -1.399, -0.170, 0.631, 0.468, 0.206, 0.381, 0.526, 0.273, 0.472, 0.515, 0.248, 0.330, 0.208, -0.222, 0.094, 1.769, 0.833, -0.384, -0.763, -0.703, -0.762, -0.287, 1.346, -0.857, -0.829, -0.715, -1.097, -0.754, 0.615, 0.474, 0.432, 0.491, 0.075, 0.518, 0.492, 0.450, 0.499, 1.076], "e_lumo_ev": -7.52, "gap_ev": 7.094, "total_charge": 3, "multiplicity": 1}